(1)
{"formula": "C29H37N3OSc", "method": "ωB97M-V with the def2-TZVPD basis set", "elements": ["Sc", "N", "N", "C", "C", "C", "C", "H", "H", "H", "C", "C", "H", "H", "H", "C", "C", "H", "H", "H", "C", "H", "H", "H", "C", "H", "H", "H", "C", "H", "C", "H", "C", "H", "C", "H", "C", "C", "H", "C", "C", "H", "C", "H", "N", "C", "C", "C", "H", "C", "C", "H", "H", "H", "C", "H", "C", "C", "H", "H", "H", "C", "H", "H", "H", "C", "O", "H", "H", "H", "H"], "coordinates": [[0.240088, -0.425385, 0.559221], [1.059047, -4.562416, 3.885928], [0.910438, 1.364250, 1.742831], [-1.259170, -0.901715, -1.342651], [-1.955479, -1.215264, -0.130797], [-1.593738, -2.569357, 0.256034], [-2.110729, -3.322542, 1.341291], [-2.881305, -2.842148, 1.955121], [-1.088880, -3.758372, 2.526569], [-2.155306, -4.406529, 1.222600], [-0.521961, -2.973384, -0.620277], [0.251124, -4.225786, -0.461107], [-0.354472, -5.113372, -0.711678], [0.580589, -4.366154, 0.582297], [1.143203, -4.246650, -1.108394], [-0.410968, -2.019642, -1.660410], [0.336277, -2.230295, -2.927243], [1.332703, -2.655044, -2.727950], [0.467783, -1.290625, -3.481274], [-0.175267, -2.932999, -3.613417], [-2.940568, -0.364584, 0.576180], [-3.957659, -0.474697, 0.163095], [-2.679253, 0.707204, 0.517450], [-3.000741, -0.645385, 1.635893], [-1.553061, 0.264876, -2.218724], [-0.674782, 0.531679, -2.824539], [-1.829328, 1.141491, -1.614591], [-2.395063, 0.077926, -2.915018], [2.325941, -4.905632, 3.824330], [2.586788, -5.984077, 3.762182], [3.360285, -3.932682, 3.909315], [4.392764, -4.235009, 4.094177], [3.013292, -2.584818, 3.804064], [3.743422, -1.780240, 3.946849], [1.675063, -2.266892, 3.597393], [1.350030, -1.285339, 3.294869], [0.650969, -3.256624, 3.752938], [-0.674255, -3.108591, 3.320580], [-0.911866, -2.033447, 3.247281], [0.786925, 1.838847, 0.505311], [0.265819, 2.313708, 2.587490], [-0.123437, 1.956704, 3.534614], [0.048428, 3.444826, 1.901172], [-0.299933, 4.423800, 2.290266], [0.352060, 3.131594, 0.570234], [-0.036393, 3.777872, -0.641589], [-1.313993, 4.347581, -0.711311], [-1.717088, 4.755296, -1.978817], [-2.690979, 5.230005, -2.068131], [-0.926151, 4.537646, -3.100678], [-1.258528, 5.161499, -4.399822], [-0.914273, 4.551200, -5.228310], [-0.776826, 6.136009, -4.487629], [-2.329550, 5.316977, -4.484962], [0.212713, 3.726460, -2.999646], [0.746433, 3.389928, -3.875216], [0.678371, 3.328836, -1.756789], [1.783315, 2.324246, -1.672637], [2.333218, 2.244667, -0.708332], [2.527103, 2.561374, -2.449537], [1.410921, 1.311937, -1.941701], [-2.302441, 4.278465, 0.410602], [-1.900259, 4.497775, 1.405015], [-2.796845, 3.284674, 0.454892], [-3.087986, 5.022441, 0.220519], [3.070168, -1.049467, -0.224278], [1.924277, -1.700461, 0.366655], [2.873611, -0.862378, -1.290484], [3.954184, -1.694222, -0.105780], [3.204968, -0.103187, 0.306603], [2.006209, -2.656382, 0.411859]], "atomic_forces_ev_per_a": [[-1.6, -1.8, -0.9], [0.4, -1.9, -0.4], [-2.5, 0.4, 0.7], [0.7, 0.1, 0.3], [1.8, 0.3, 0.4], [-1.1, -1.0, 1.9], [-1.5, 1.2, -4.0], [0.3, -0.5, -0.2], [0.6, 0.2, 1.7], [0.3, 0.3, 0.4], [-0.2, 1.1, -0.9], [0.2, -0.5, 0.0], [0.2, 0.1, 0.1], [-0.1, 0.0, -0.1], [-0.2, 0.0, 0.1], [-0.5, -0.1, 1.2], [0.5, 0.1, -0.4], [-0.2, 0.1, -0.2], [0.1, -0.2, 0.1], [0.1, 0.2, 0.4], [-0.6, 0.2, 0.1], [0.1, 0.1, 0.1], [-0.1, -0.2, 0.0], [0.0, 0.1, -0.1], [-0.2, 0.3, -0.5], [-0.3, 0.1, 0.1], [0.1, -0.1, -0.2], [0.2, 0.1, 0.2], [0.5, 1.3, 0.7], [-0.3, 0.6, 0.2], [0.6, -1.0, 0.0], [-0.2, 0.0, -0.2], [-1.1, 0.4, 0.3], [0.0, -0.3, -0.5], [0.7, 0.1, 1.0], [0.1, 0.5, 0.2], [-0.5, -0.9, -2.4], [1.7, 1.6, 1.8], [-0.5, -0.2, -0.4], [-0.4, -0.9, 0.9], [1.1, -1.4, 0.5], [0.6, 0.6, 0.3], [-0.3, 0.8, 0.3], [0.4, -1.0, -0.6], [0.1, 0.3, 0.1], [-0.4, -1.5, 0.9], [0.7, -0.3, -0.7], [0.1, 0.3, 0.3], [0.1, 0.0, -0.2], [0.5, -0.5, 0.2], [-0.3, 0.2, -0.4], [0.0, -0.1, -0.2], [0.0, 0.1, 0.0], [-0.2, 0.0, -0.2], [-0.3, 0.6, 0.5], [0.0, 0.1, -0.3], [-0.4, 0.3, -0.1], [1.8, -0.2, -1.1], [-0.5, 0.3, -1.1], [-0.1, 0.2, -0.1], [0.1, 0.6, 0.4], [-0.7, 0.5, 0.4], [-0.3, -0.1, -0.6], [0.4, 0.4, 0.0], [0.0, -0.2, 0.0], [0.1, -0.5, 0.0], [0.9, 0.6, -0.1], [0.1, -0.1, 0.3], [-0.3, 0.4, 0.0], [0.1, -0.1, -0.1], [-0.1, -0.2, 0.1]], "mulliken_charge": [-0.169, -0.628, -0.202, 1.098, 0.164, 1.018, -1.801, 0.205, 0.184, 0.471, -0.315, -1.578, 0.331, 0.312, 0.362, 0.968, -1.709, 0.359, 0.341, 0.292, -1.092, 0.267, -0.065, 0.397, -1.120, 0.218, 0.024, 0.306, -0.220, 0.325, -0.492, 0.338, -0.576, 0.378, -0.280, 0.470, 0.897, -1.271, 0.069, 0.196, -1.144, 0.397, -0.266, 0.662, 0.087, 0.267, 0.867, -0.963, 0.329, 0.815, -1.522, 0.373, 0.293, 0.370, -0.904, 0.353, 0.892, -1.318, 0.440, 0.598, -0.004, -1.348, 0.310, 0.105, 0.453, -0.761, 0.064, 0.216, 0.444, 0.249, 0.171], "total_charge": -1, "multiplicity": 1, "homo_lumo_gap_ev": [3.745, 3.744], "lumo_ev": [2.31, 2.31]}


(2)
{"formula": "C29H37N6RhSSi", "method": "ωB97M-V with the def2-TZVPD basis set", "elements": ["Rh", "C", "C", "C", "C", "C", "C", "N", "C", "C", "C", "C", "C", "N", "C", "C", "C", "C", "C", "C", "N", "H", "H", "H", "H", "H", "H", "H", "H", "H", "H", "H", "H", "H", "H", "H", "C", "N", "C", "S", "N", "C", "H", "H", "H", "H", "H", "H", "H", "H", "C", "Si", "C", "C", "N", "C", "C", "C", "C", "C", "C", "H", "H", "H", "H", "H", "H", "H", "H", "H", "H", "H", "H", "H", "H"], "coordinates": [[0.025640, -0.810768, 0.492928], [3.176132, -2.592149, 0.451791], [3.231616, -1.102623, 0.356757], [4.489118, -0.495086, 0.437426], [4.617187, 0.870841, 0.351033], [3.471632, 1.619487, 0.101235], [2.262325, 0.972727, 0.014368], [2.121795, -0.367073, 0.209209], [1.045008, 1.688642, -0.430239], [1.014552, 2.944174, -1.014509], [-0.185580, 3.399173, -1.541257], [-1.325930, 2.615509, -1.469665], [-1.244961, 1.385858, -0.837834], [-0.077712, 0.967671, -0.350383], [-2.378944, 0.473672, -0.562615], [-3.639195, 0.780091, -1.022592], [-4.704969, -0.034561, -0.670284], [-4.459440, -1.098249, 0.162908], [-3.163816, -1.373583, 0.609270], [-2.989101, -2.504805, 1.569057], [-2.115641, -0.622094, 0.215244], [4.160254, -2.999649, 0.230037], [2.460529, -3.006186, -0.251144], [2.889092, -2.899411, 1.459247], [5.355750, -1.125792, 0.576191], [5.583327, 1.348976, 0.438957], [3.529751, 2.689348, -0.031247], [1.905362, 3.548249, -1.093740], [-0.230264, 4.370099, -2.015558], [-2.255950, 2.980193, -1.877672], [-3.798893, 1.650435, -1.640140], [-5.705418, 0.179974, -1.020706], [-5.265423, -1.736197, 0.495986], [-3.952580, -2.759849, 2.004569], [-2.302085, -2.231527, 2.365419], [-2.590677, -3.392484, 1.082711], [0.159548, -6.520359, -0.754903], [0.521371, -5.332408, 0.023178], [0.035915, -4.100044, -0.079766], [0.169254, -3.092862, 1.309757], [-0.531256, -3.656844, -1.207013], [-0.398211, -4.193078, -2.563979], [0.431530, -7.389122, -0.162859], [0.690211, -6.569966, -1.702155], [-0.914820, -6.552635, -0.924761], [1.030068, -5.495111, 0.878700], [-1.043885, -2.795489, -1.108616], [-1.029035, -5.062088, -2.731916], [0.639945, -4.443641, -2.772365], [-0.701257, -3.411029, -3.254713], [-2.624755, 0.472609, 3.516902], [-0.977205, 1.215317, 3.034765], [-0.092641, 1.803056, 4.565206], [-1.366106, 2.706915, 1.978879], [0.205347, 0.128563, 2.272751], [0.964560, -0.657812, 3.162649], [2.333084, -0.397572, 3.311393], [3.087476, -1.099055, 4.233676], [2.489330, -2.075066, 5.025951], [1.129751, -2.333308, 4.905012], [0.373910, -1.626990, 3.984872], [-3.123863, 1.213263, 4.149659], [-2.545929, -0.440318, 4.109033], [-3.289654, 0.287480, 2.669748], [-0.679903, 2.603234, 5.021984], [0.897253, 2.201601, 4.335518], [0.030668, 1.011343, 5.306092], [-1.692916, 3.484879, 2.674578], [-2.187102, 2.567464, 1.276518], [-0.494903, 3.100435, 1.450529], [2.777961, 0.395346, 2.721403], [4.138525, -0.873429, 4.358421], [3.080356, -2.615419, 5.753359], [0.658141, -3.073650, 5.537382], [-0.691054, -1.808544, 3.900974]], "atomic_forces_ev_per_a": [[0.0, -0.1, 0.0], [0.1, 0.1, 0.0], [0.2, -0.1, 0.1], [0.0, 0.0, 0.0], [-0.1, 0.0, 0.0], [0.1, 0.0, 0.0], [-0.2, 0.2, -0.1], [-0.2, -0.1, 0.0], [0.0, -0.1, 0.0], [0.0, 0.0, 0.0], [0.0, 0.0, 0.0], [0.0, 0.1, 0.0], [0.0, -0.1, 0.1], [0.2, 0.1, 0.0], [0.0, 0.1, 0.0], [0.0, 0.0, 0.0], [0.0, 0.0, 0.0], [0.0, 0.0, 0.0], [0.0, -0.1, 0.0], [0.1, 0.1, 0.1], [0.1, 0.2, 0.1], [0.0, 0.0, 0.0], [0.0, 0.0, 0.0], [0.0, 0.0, 0.0], [0.0, 0.0, 0.0], [0.0, 0.0, 0.0], [0.0, 0.0, 0.0], [0.0, 0.0, 0.0], [0.0, 0.0, 0.0], [0.0, 0.0, 0.0], [0.0, 0.0, 0.0], [0.0, 0.0, 0.0], [0.0, 0.0, 0.0], [0.0, 0.0, 0.0], [0.0, 0.0, 0.0], [0.0, 0.0, 0.0], [0.0, 0.0, 0.0], [0.1, 0.0, 0.0], [0.0, 0.1, 0.1], [-0.1, 0.0, 0.0], [-0.1, 0.0, -0.1], [0.0, 0.0, 0.0], [0.0, 0.0, 0.0], [0.0, 0.0, 0.0], [0.0, 0.0, 0.0], [0.0, 0.0, 0.0], [0.0, 0.0, 0.0], [0.0, 0.0, 0.0], [0.0, 0.0, 0.0], [0.0, 0.0, 0.0], [-0.1, 0.0, 0.0], [0.0, 0.0, 0.0], [0.0, 0.0, 0.0], [0.1, 0.1, 0.0], [-0.1, 0.0, -0.2], [0.0, -0.1, 0.0], [-0.1, 0.0, 0.0], [0.0, -0.1, 0.1], [0.0, 0.0, 0.0], [0.0, 0.0, 0.0], [0.0, 0.0, -0.1], [0.0, 0.0, 0.0], [0.0, 0.0, 0.0], [0.0, 0.0, 0.0], [0.0, 0.0, 0.0], [0.0, 0.0, 0.0], [0.0, 0.0, 0.0], [0.0, 0.0, 0.0], [0.0, 0.0, 0.0], [0.0, 0.0, 0.0], [0.0, 0.0, 0.0], [0.0, 0.0, 0.0], [0.0, 0.0, 0.0], [0.0, 0.0, 0.0], [0.0, 0.0, 0.0]], "mulliken_charge": [-0.732, -1.223, 1.017, -0.875, -1.026, -0.693, 0.971, 0.593, 0.000, -0.670, -1.167, -0.641, 0.287, 0.497, 0.540, -0.637, -1.111, -0.597, 0.106, -1.126, 1.310, 0.588, 0.066, 0.181, 0.494, 0.491, 0.461, 0.470, 0.472, 0.491, 0.501, 0.463, 0.559, 0.553, -0.038, 0.203, -1.069, -0.089, 0.594, -0.272, -0.101, -1.231, 0.377, 0.336, 0.343, 0.323, 0.157, 0.358, 0.409, 0.390, -1.070, -0.365, -1.177, -0.890, 1.051, -0.041, -0.143, -0.777, -0.797, -0.899, 0.246, 0.514, 0.325, 0.294, 0.419, 0.334, 0.342, 0.576, 0.319, 0.178, 0.507, 0.471, 0.443, 0.498, 0.334], "total_charge": 2, "relative_energy_kcal_mol": 0.0, "multiplicity": 1, "homo_lumo_gap_ev": [6.700, 6.699], "lumo_ev": [-6.85, -6.85]}


(3)
{"formula": "C29H38AsCrN4P", "method": "ωB97M-V with the def2-TZVPD basis set", "elements": ["Cr", "C", "N", "C", "C", "C", "C", "C", "C", "N", "C", "C", "C", "C", "C", "C", "N", "C", "C", "C", "C", "C", "N", "H", "H", "H", "H", "H", "H", "H", "H", "H", "H", "H", "H", "H", "H", "H", "H", "H", "H", "C", "P", "C", "C", "C", "C", "C", "C", "C", "H", "H", "H", "H", "H", "H", "H", "H", "H", "H", "H", "C", "As", "C", "C", "H", "H", "H", "H", "H", "H", "H", "H", "H"], "coordinates": [[0.551195, 0.044926, 0.063232], [3.424295, 0.034226, 0.827632], [2.177195, -0.619074, 1.277832], [2.258495, -2.084574, 1.181332], [1.735395, -2.591274, -0.135368], [2.133995, -3.828274, -0.624168], [1.561695, -4.312574, -1.789268], [0.592895, -3.539174, -2.416568], [0.247495, -2.321274, -1.862168], [0.804995, -1.840774, -0.747068], [1.912895, -0.150774, 2.641632], [1.385195, 1.260826, 2.583532], [1.581195, 2.147926, 3.631132], [1.027295, 3.419326, 3.557232], [0.276995, 3.751626, 2.436732], [0.134095, 2.811426, 1.432532], [0.682195, 1.592826, 1.482032], [3.439995, 0.296626, -0.645968], [4.633595, 0.483326, -1.333968], [4.598695, 0.785026, -2.685868], [3.356195, 0.842526, -3.306668], [2.219595, 0.640426, -2.547068], [2.242695, 0.408926, -1.230068], [4.305895, -0.547174, 1.115332], [3.507795, 1.010726, 1.320832], [1.626495, -2.537774, 1.955032], [3.277395, -2.453374, 1.344132], [2.866695, -4.413874, -0.090268], [1.852795, -5.272974, -2.183168], [0.112895, -3.878274, -3.319568], [-0.522605, -1.703974, -2.308968], [2.815495, -0.199274, 3.262832], [1.161495, -0.793774, 3.112732], [2.155095, 1.853626, 4.495732], [1.176595, 4.127626, 4.357232], [-0.185205, 4.722426, 2.343432], [-0.452505, 3.035726, 0.547932], [5.573295, 0.405126, -0.809968], [5.510695, 0.957826, -3.238968], [3.269495, 1.050126, -4.361068], [1.243195, 0.662826, -3.014668], [-1.405505, -2.594474, 1.773032], [-1.348305, -0.787574, 1.457532], [-1.573905, -0.185074, 3.170532], [-3.001605, -0.531674, 0.725232], [-3.963905, 0.293126, 1.303532], [-5.245405, 0.338226, 0.775032], [-5.569305, -0.427774, -0.332768], [-4.610805, -1.242574, -0.922168], [-3.328905, -1.289974, -0.402168], [-1.234305, -3.168374, 0.864132], [-2.396805, -2.843574, 2.158832], [-0.664205, -2.882374, 2.518932], [-2.535905, -0.560574, 3.526332], [-1.564905, 0.902126, 3.236732], [-0.794705, -0.590874, 3.815432], [-3.739005, 0.886126, 2.175832], [-6.000205, 0.946726, 1.248132], [-6.568305, -0.395174, -0.735568], [-4.876305, -1.867974, -1.760968], [-2.595605, -1.961674, -0.833868], [-2.684305, 2.105626, -1.199168], [-0.946605, 1.329426, -1.630068], [-0.145105, 3.000326, -2.294068], [-1.487405, 0.478426, -3.314068], [-2.915905, 2.830526, -1.986068], [-2.687505, 2.620326, -0.238368], [-3.457705, 1.340926, -1.191268], [-0.627605, 3.243026, -3.246568], [0.932595, 2.961326, -2.448368], [-0.366705, 3.811426, -1.597368], [-1.910005, 1.249126, -3.965168], [-2.275105, -0.248074, -3.110168], [-0.684005, -0.016774, -3.860268]], "atomic_forces_ev_per_a": [[0.8, -0.1, 0.1], [0.5, 0.5, -0.3], [-0.3, 0.1, -0.1], [-0.1, -0.7, 0.0], [0.3, -0.3, 0.1], [-0.2, 0.2, 0.0], [-0.1, 0.3, 0.1], [0.1, 0.1, 0.1], [-0.4, -0.1, -0.4], [0.0, -0.2, 0.2], [-0.2, 0.2, 0.6], [0.2, 0.0, 0.4], [-0.1, 0.0, -0.2], [-0.1, -0.2, -0.2], [0.1, -0.2, 0.0], [-0.3, 0.4, -0.2], [0.2, -0.2, -0.1], [0.4, 0.0, 0.0], [-0.2, 0.0, 0.0], [-0.3, -0.1, 0.2], [0.0, 0.0, 0.1], [-0.1, 0.1, -0.5], [-0.2, 0.2, 0.3], [-0.2, 0.0, 0.1], [0.0, -0.2, 0.0], [0.1, 0.2, 0.0], [-0.1, 0.1, 0.1], [0.1, 0.0, 0.1], [0.0, -0.1, -0.1], [-0.1, 0.0, -0.1], [0.1, -0.1, -0.1], [-0.1, 0.0, -0.1], [0.1, 0.0, -0.1], [0.1, -0.1, 0.1], [0.0, 0.1, 0.1], [0.0, 0.0, -0.1], [0.1, 0.1, 0.1], [0.1, 0.0, 0.1], [0.0, 0.0, 0.0], [0.0, 0.0, -0.1], [0.1, 0.0, 0.0], [0.2, 0.1, -0.2], [-1.0, -0.5, 0.5], [0.2, 0.1, -0.2], [0.3, 0.0, -0.2], [0.1, -0.1, 0.0], [0.0, 0.0, 0.0], [0.1, 0.0, 0.0], [0.0, 0.0, 0.0], [0.0, 0.0, 0.2], [0.0, 0.0, 0.0], [0.1, 0.1, 0.0], [0.1, 0.0, 0.0], [0.1, 0.0, 0.0], [0.0, 0.0, 0.0], [0.0, 0.1, 0.0], [0.0, 0.1, 0.1], [0.0, 0.1, 0.0], [-0.1, 0.0, 0.0], [0.0, 0.0, -0.1], [0.0, -0.1, -0.1], [-0.1, 0.0, 0.1], [-0.7, 0.7, -0.8], [0.2, 0.0, 0.0], [0.0, -0.1, 0.0], [0.2, -0.1, 0.1], [0.1, -0.1, 0.0], [0.1, 0.0, 0.0], [0.0, -0.1, 0.2], [-0.1, -0.1, 0.1], [0.0, -0.1, 0.0], [0.1, 0.0, 0.2], [0.0, 0.0, 0.1], [0.0, 0.1, 0.1]], "mulliken_charge": [-0.170, -1.225, 0.027, -1.453, 0.975, -1.064, -0.692, -1.162, -0.564, 1.271, -1.303, 0.889, -1.180, -0.673, -1.099, -0.572, 1.528, 0.572, -1.174, -0.574, -1.269, -0.775, 1.143, 0.551, 0.501, 0.555, 0.464, 0.603, 0.476, 0.553, 0.296, 0.582, 0.418, 0.607, 0.499, 0.545, 0.234, 0.568, 0.466, 0.541, 0.808, -1.599, 2.373, -1.887, 0.374, -0.422, -0.861, -0.701, -0.780, -0.724, 0.407, 0.488, 0.489, 0.569, 0.440, 0.459, 0.463, 0.478, 0.448, 0.488, 0.437, -1.029, 1.124, -1.330, -1.395, 0.615, 0.351, 0.264, 0.508, 0.394, 0.441, 0.497, 0.407, 0.489], "s2": 3.812, "total_charge": 3, "multiplicity": 4, "homo_lumo_gap_ev": [7.814, 7.878], "lumo_ev": [-9.27, -9.17]}